# 1
The following is a quantum chemistry calculation of the molecule C3H3NO3, from the OMol25 dataset.

* frontier orbital gap: 10.58 eV
* lowest unoccupied orbital energy: -0.0887 eV
* structure (SMILES): [H]/N=C(/C=O)OC=O
* net charge: 0

CARTESIAN COORDINATES (ANGSTROEM)
H 0.891616 -2.004889 -1.145960
N 1.015652 -1.661294 -0.191793
C 0.494065 -0.530495 -0.037765
C 0.711375 0.202107 1.272101
O 0.902723 1.387681 1.313430
O -0.109185 0.164798 -1.076709
C -1.268953 0.828497 -0.806517
O -1.867745 0.766520 0.227061
H 0.751639 -0.462875 2.153799
H -1.574127 1.394157 -1.696974

Forces on atoms 1 to 3 (eV/Å):
H 0.00 0.00 0.08
N -0.24 0.25 0.01
C 0.16 -0.13 -0.02

---

# 2
The following is a quantum chemistry calculation of a cluster of 10 separate species, C35H65F15O25S5 in total in a non-equilibrium geometry, from the OMol25 dataset.

* frontier orbital gap: 11.11 eV
* lowest unoccupied orbital energy: 0.1121 eV
* structure (SMILES): CCOC(=O)C(F)(F)F.CCOC(=O)C(F)(F)F.CCOC(=O)C(F)(F)F.CCOC(=O)C(F)(F)F.CCOC(=O)C(F)(F)F.CCOS(C)(=O)=O.CCOS(C)(=O)=O.CCOS(C)(=O)=O.CCOS(C)(=O)=O.CCOS(C)(=O)=O
* net charge: 0

CARTESIAN COORDINATES (ANGSTROEM)
C 4.825673 -1.081596 -9.845429
C 4.642683 -2.355716 -9.040509
O 5.067393 -2.030456 -7.732459
C 5.053523 -3.020776 -6.859009
O 4.327983 -3.996276 -7.016209
C 5.995233 -2.827606 -5.679839
F 5.418413 -3.065796 -4.537929
F 6.903413 -3.722226 -5.875139
F 6.417903 -1.537486 -5.641899
H 5.875393 -0.789776 -9.877449
H 4.179333 -0.295626 -9.454779
H 4.509783 -1.298666 -10.865819
H 5.048593 -3.292646 -9.421959
H 3.577423 -2.547226 -8.911509
C 9.117333 9.011154 1.187911
C 8.006893 10.006684 0.716241
O 8.334743 10.566454 -0.478059
C 9.282043 11.624104 -0.585119
O 9.846013 12.213824 0.316921
C 9.624773 11.830484 -2.099859
F 10.894013 11.616314 -2.273939
F 8.996373 10.960604 -2.892219
F 9.459873 13.059524 -2.494739
H 9.779023 8.434024 0.542021
H 8.667133 8.260434 1.837401
H 9.924183 9.457874 1.768891
H 7.812623 10.750694 1.488771
H 7.059783 9.472794 0.638381
C -1.443137 -0.701916 2.551541
C 0.043663 -0.301206 2.357791
O 0.045123 0.870264 1.588221
C 1.132843 1.029514 0.825111
O 2.038363 0.208954 0.698651
C 1.194193 2.366594 0.021081
F 0.076303 2.508444 -0.743909
F 1.309433 3.415434 0.901641
F 2.277033 2.524094 -0.779039
H -1.440467 -1.791786 2.568251
H -1.967627 -0.429756 1.635601
H -2.001387 -0.237276 3.364291
H 0.486903 -1.202456 1.934231
H 0.475683 -0.236946 3.356451
C -0.458947 11.815804 -0.029519
C -0.237927 13.245244 0.503841
O -0.891837 13.554414 1.713631
C -1.262507 14.804624 1.998461
O -1.084787 15.791374 1.267221
C -2.164467 14.998894 3.185261
F -3.433367 15.146584 2.559691
F -2.120447 13.877594 3.910911
F -1.734507 15.972314 3.905141
H -0.471357 11.118704 0.808331
H 0.235133 11.516584 -0.814889
H -1.478357 11.788084 -0.414409
H -0.335537 14.002964 -0.273629
H 0.828783 13.125234 0.693111
C 9.156883 3.346864 -7.680589
C 10.117403 4.002124 -8.650009
O 10.422733 3.228174 -9.835489
C 11.382953 2.284624 -9.795369
O 11.888453 1.843114 -8.788669
C 11.689813 1.717994 -11.178939
F 10.666823 1.447234 -11.886959
F 12.346093 2.668834 -11.953149
F 12.448373 0.659834 -11.065639
H 9.198123 2.258734 -7.729299
H 8.102533 3.542694 -7.875779
H 9.504283 3.661794 -6.696599
H 11.090763 4.110434 -8.171549
H 9.803533 5.017964 -8.890159
C -5.549337 -7.977826 0.124711
C -6.526397 -9.153456 0.214331
O -7.500907 -9.068666 -0.839129
S -7.512157 -10.309946 -1.994789
C -8.390037 -9.376556 -3.355959
O -6.129027 -10.519936 -2.438949
O -8.423217 -11.350856 -1.540719
H -5.241727 -7.985276 -0.920959
H -4.662427 -7.871426 0.749351
H -6.122767 -7.056416 0.226031
H -5.999817 -10.107456 0.240781
H -7.011067 -9.038926 1.183901
H -8.901717 -10.078686 -4.014219
H -7.566487 -8.847366 -3.835359
H -9.116237 -8.727406 -2.866749
C -2.058747 -2.040916 -4.295279
C -3.232387 -1.514106 -5.089269
O -3.384957 -0.099746 -5.121449
S -2.885497 0.631134 -6.509489
C -4.561477 0.410494 -7.291599
O -2.725437 2.015494 -6.219849
O -1.871777 -0.210916 -7.128419
H -1.989517 -3.127826 -4.339279
H -2.148247 -1.900516 -3.218069
H -1.112197 -1.554076 -4.530049
H -3.271427 -1.988396 -6.069889
H -4.233827 -1.808856 -4.775679
H -4.492297 0.873844 -8.275789
H -5.119977 1.174884 -6.751329
H -4.927637 -0.605186 -7.141819
C -4.916557 -10.604196 11.150791
C -4.856817 -9.879136 9.825981
O -5.065737 -8.492936 9.958821
S -4.615607 -7.464686 8.668901
C -4.069647 -6.026466 9.646211
O -3.395117 -7.957316 7.999211
O -5.875007 -7.100146 8.003481
H -4.768387 -11.674866 11.010021
H -5.904957 -10.537616 11.605471
H -4.187077 -10.201476 11.853481
H -3.799907 -9.925876 9.563561
H -5.484347 -10.441176 9.134311
H -3.772397 -5.156356 9.060851
H -3.162047 -6.372066 10.141111
H -4.776997 -5.804286 10.445221
C -9.180127 -0.746006 0.754521
C -9.938267 -1.836126 1.212011
O -11.266097 -1.581206 1.657411
S -12.336177 -2.787476 1.375161
C -11.576467 -4.029626 2.495231
O -13.618497 -2.461226 2.038621
O -12.180097 -3.432106 0.038131
H -8.345357 -0.967166 0.089421
H -8.696727 -0.135236 1.517001
H -9.804047 -0.094546 0.142611
H -9.937617 -2.603286 0.437701
H -9.408507 -2.287566 2.050851
H -11.583907 -3.446296 3.415981
H -10.575887 -4.354906 2.210381
H -12.265347 -4.874266 2.484691
C 3.814303 -4.338366 7.384031
C 3.767663 -3.497296 8.667281
O 2.473853 -2.974846 8.926851
S 2.392963 -1.492206 9.711841
C 2.689253 -2.120116 11.461351
O 3.545543 -0.685176 9.362221
O 1.066233 -0.962866 9.513051
H 3.626383 -3.746606 6.488161
H 3.048953 -5.109426 7.472451
H 4.720793 -4.935866 7.287171
H 4.055153 -4.153946 9.488411
H 4.557733 -2.754916 8.554271
H 2.197363 -1.463896 12.179351
H 3.720953 -2.122406 11.813051
H 2.272213 -3.125436 11.520771

Forces on atoms 1 to 3 (eV/Å):
C 0.07 -0.88 -0.52
C -1.99 0.75 -0.20
O 2.02 0.06 1.00

---

Per-record energy above the lowest of the compared OMol25 structures with the same formula, charge and spin, kJ/mol: 150.1 144.7